[1]
Density functional theory data (wB97M-V/def2-TZVPD) for a molecular structure, C4H7O2Tl.

Summary:
Energy (Ha): -479.0901
ΔE to the lowest compared entry with this formula, charge and spin (kJ/mol): 275.6
<S²>: 0.75
Frontier orbital gap (spin up / spin down) (eV): 8.60 / 8.60

Geometry as ORCA input:
```
! wB97M-V def2-TZVPD RIJCOSX def2/J DEFGRID3
* xyz 1 2
H -3.066 2.794 2.970
O -1.896 -0.754 2.208
C -2.041 -1.261 0.933
O -3.020 -2.057 0.871
C -3.906 -2.362 1.986
H -4.638 -3.064 1.582
H -3.326 -2.821 2.791
H -4.386 -1.440 2.327
C -0.779 -0.040 2.337
C -0.505 0.236 3.748
H -1.387 0.210 4.403
H 0.202 -0.555 4.067
H 0.065 1.172 3.829
Tl 0.274 -0.446 -0.125
*
```



[2]
Density functional theory data (wB97M-V/def2-TZVPD) for a molecular structure, C20H46P4ReS in a non-equilibrium geometry.

Summary:
Energy (Ha): -2629.8458
<S²>: 3.78
Frontier orbital gap (spin up / spin down) (eV): 5.12 / 5.11

Geometry as ORCA input:
```
! wB97M-V def2-TZVPD RIJCOSX def2/J DEFGRID3
* xyz 4 4
Re -0.014 -0.143 -0.680
P -1.960 -1.199 -0.111
P 0.651 0.425 1.468
P 1.478 -1.972 -0.598
H 1.045 -0.356 -5.614
C 1.085 -1.175 -4.876
C -0.117 -1.364 -4.090
H -1.066 -1.342 -4.620
C -3.550 -0.258 -0.151
C -2.116 -1.862 1.594
C -2.407 -2.648 -1.136
C 2.102 1.542 1.306
C -0.429 1.363 2.645
C 1.235 -0.797 2.713
C 1.786 -2.903 -2.145
C 1.109 -3.437 0.455
C 3.213 -1.545 -0.194
H 1.583 -2.084 -5.216
H -0.085 -2.284 -3.486
H -3.716 0.190 -1.140
H -3.551 0.536 0.610
H -4.370 -0.961 0.070
H -1.977 -1.073 2.342
H -1.386 -2.655 1.778
H -3.127 -2.275 1.716
H -2.696 -2.310 -2.139
H -3.255 -3.173 -0.676
H -1.561 -3.339 -1.228
H 2.783 1.379 2.153
H 1.779 2.591 1.301
H 2.648 1.342 0.377
H -0.185 1.065 3.673
H -1.492 1.153 2.479
H -0.264 2.445 2.567
H 1.546 -0.253 3.614
H 2.082 -1.389 2.364
H 0.422 -1.474 3.001
H 2.561 -3.652 -1.963
H 2.086 -2.237 -2.961
H 0.869 -3.429 -2.433
H 1.847 -4.213 0.217
H 0.116 -3.839 0.225
H 1.165 -3.218 1.525
H 3.854 -2.355 -0.549
H 3.379 -1.406 0.874
H 3.500 -0.631 -0.718
C 0.842 1.492 -4.040
C 2.228 1.585 -3.831
C 2.914 2.674 -4.364
C 2.250 3.619 -5.157
C 0.866 3.523 -5.378
C 0.150 2.479 -4.781
S -0.140 0.262 -3.229
H 1.324 0.380 -1.618
H 2.742 0.788 -3.286
H 3.984 2.764 -4.207
H 2.808 4.461 -5.582
H 0.347 4.257 -6.010
H -0.931 2.429 -4.857
C -2.217 2.296 -2.172
P -0.916 2.117 -0.870
C 0.306 3.403 -1.347
C -1.778 3.135 0.409
H -3.099 2.761 -1.711
H -2.524 1.337 -2.614
H -1.840 2.953 -2.969
H -0.255 4.235 -1.802
H 0.827 3.759 -0.452
H 1.041 3.034 -2.068
H -2.400 2.522 1.062
H -2.423 3.853 -0.115
H -1.043 3.690 0.998
*
```



[3]
Density functional theory data (wB97M-V/def2-TZVPD) for a molecular structure, C23H28NO2Sr in a non-equilibrium geometry.

Summary:
Energy (Ha): -1129.2097
Frontier orbital gap (eV): 6.10

Geometry as ORCA input:
```
! wB97M-V def2-TZVPD RIJCOSX def2/J DEFGRID3
* xyz -1 1
C 0.483 -3.300 0.680
C -0.693 -2.494 0.730
C -0.945 -1.993 -0.570
H -1.328 -2.335 1.599
C 0.099 -2.413 -1.419
C 1.010 -3.196 -0.650
H 0.153 -2.192 -2.484
C 0.462 1.406 2.198
C -0.582 0.421 2.216
C -1.543 0.800 1.250
H -0.687 -0.416 2.909
C -1.173 2.056 0.723
C 0.111 2.390 1.238
H -1.803 -1.401 -0.890
H 1.927 -3.661 -1.020
H 0.870 -3.925 1.495
H 0.665 3.301 0.978
H -2.451 0.252 0.963
H 1.344 1.425 2.856
Sr 1.849 -0.873 1.008
C -2.086 3.027 0.023
C -1.990 4.351 0.783
C -3.543 2.540 0.080
H -2.308 4.176 1.820
H -2.660 5.083 0.334
H -0.975 4.763 0.800
H -3.834 2.429 1.131
H -3.668 1.577 -0.434
H -4.181 3.289 -0.395
C -1.649 3.239 -1.447
C -1.962 2.054 -2.347
H -0.554 3.432 -1.502
H -2.180 4.109 -1.853
O -1.727 0.885 -2.027
N -2.518 2.402 -3.539
C -2.660 1.414 -4.593
H -2.507 3.377 -3.796
C -3.262 0.135 -4.080
C -2.656 -1.094 -4.368
H -1.724 -1.078 -4.945
C -3.209 -2.291 -3.899
H -2.718 -3.240 -4.138
C -4.388 -2.271 -3.141
H -4.847 -3.207 -2.817
C -4.998 -1.042 -2.845
H -5.913 -1.010 -2.246
C -4.444 0.152 -3.328
H -4.920 1.115 -3.117
H -1.682 1.197 -5.034
H -3.295 1.834 -5.384
C 4.829 -1.105 2.397
O 4.004 -0.545 1.399
H 5.734 -0.482 2.540
H 5.127 -2.133 2.119
H 4.233 -1.167 3.326
*
```



[4]
Density functional theory data (wB97M-V/def2-TZVPD) for a molecular structure, C2H2N2O2 in a non-equilibrium geometry.

Summary:
Energy (Ha): -337.3066
ΔE to the lowest compared entry with this formula, charge and spin (kJ/mol): 309.3
Frontier orbital gap (eV): 10.99

Geometry as ORCA input:
```
! wB97M-V def2-TZVPD RIJCOSX def2/J DEFGRID3
* xyz 0 1
C 0.666 0.268 0.086
C -1.225 -0.415 -0.047
H 1.995 -0.800 0.112
H -2.142 -0.814 0.217
N -0.060 -0.824 -0.083
N 0.045 1.445 0.056
O 1.980 0.268 -0.156
O -1.259 0.871 -0.184
*
```



[5]
Density functional theory data (wB97M-V/def2-TZVPD) for a gas-phase ion, C4H8NO (charge +1) in a non-equilibrium geometry.

Summary:
Energy (Ha): -286.8642
SMILES: C=[N+]1C[C@]1(C)O
ΔE to the lowest compared entry with this formula, charge and spin (kJ/mol): 205.7
Frontier orbital gap (eV): 9.45

Geometry as ORCA input:
```
! wB97M-V def2-TZVPD RIJCOSX def2/J DEFGRID3
* xyz 1 1
C -1.996 0.474 -0.679
N -1.009 0.036 -0.025
C -0.707 -0.533 1.239
C 0.362 0.399 0.163
C 1.441 -0.387 -0.506
O 0.503 1.715 0.393
H -1.824 1.115 -1.534
H -3.010 0.219 -0.403
H -0.422 -1.570 1.271
H -1.205 -0.116 2.098
H 1.347 -1.454 -0.335
H 2.416 -0.071 -0.141
H 1.399 -0.196 -1.580
H 1.416 1.967 0.584
*
```



[6]
Density functional theory data (wB97M-V/def2-TZVPD) for a molecular structure, C37H36Cl5N4PPd in a non-equilibrium geometry.

Summary:
Energy (Ha): -4420.0075
ΔE to the lowest compared entry with this formula, charge and spin (kJ/mol): 318.1
<S²>: 6.05
Frontier orbital gap (spin up / spin down) (eV): 7.90 / 4.74

Geometry as ORCA input:
```
! wB97M-V def2-TZVPD RIJCOSX def2/J DEFGRID3
* xyz 2 5
Pd 0.386 0.502 -0.819
N 0.780 -2.626 -0.156
P 0.604 -1.356 0.972
C -0.358 -2.203 2.295
C 0.229 -3.281 2.957
C -0.480 -3.955 3.933
C -1.769 -3.560 4.255
C -2.352 -2.487 3.601
C -1.650 -1.810 2.616
C 2.250 -1.331 1.727
C 2.365 -0.728 2.980
C 3.603 -0.602 3.579
C 4.735 -1.080 2.933
C 4.621 -1.698 1.697
C 3.387 -1.808 1.081
C 0.090 -2.710 -1.337
C 0.192 -3.845 -2.157
C -0.500 -3.873 -3.345
C -1.298 -2.788 -3.695
C -1.323 -1.698 -2.852
N -0.637 -1.657 -1.712
H 1.219 -3.486 0.158
H 1.239 -3.585 2.726
H -0.022 -4.784 4.453
H -2.318 -4.091 5.016
H -3.350 -2.173 3.867
H -2.095 -0.977 2.088
H 1.479 -0.382 3.496
H 3.691 -0.139 4.550
H 5.703 -0.989 3.400
H 5.495 -2.104 1.209
H 3.307 -2.269 0.105
H 0.811 -4.673 -1.853
H -0.429 -4.727 -4.000
H -1.880 -2.791 -4.599
H -1.908 -0.820 -3.085
C 1.467 2.904 -3.039
N 0.233 2.533 -2.342
C -0.807 2.230 -3.325
C -0.188 3.628 -1.453
C 0.411 3.529 -0.048
N -0.199 2.455 0.749
C 0.584 2.108 1.929
C -1.529 2.847 1.197
H 1.325 3.848 -3.583
H 1.740 2.141 -3.767
H 2.284 3.030 -2.329
H -0.951 3.060 -4.026
H -1.751 2.034 -2.816
H -0.525 1.344 -3.897
H -1.278 3.628 -1.392
H 0.116 4.591 -1.882
H 0.256 4.495 0.454
H 1.483 3.341 -0.127
H 0.763 2.990 2.559
H 1.545 1.686 1.641
H 0.036 1.373 2.522
H -1.459 3.723 1.855
H -1.989 2.035 1.757
H -2.176 3.098 0.362
Cl 1.682 -0.423 -2.770
C 2.954 0.073 -1.717
C 2.616 0.983 -0.719
C 3.712 1.497 -0.015
Cl 3.589 2.818 1.090
C 5.019 1.017 -0.198
Cl 6.310 1.622 0.757
C 5.286 0.039 -1.158
Cl 6.873 -0.541 -1.414
C 4.231 -0.431 -1.946
Cl 4.497 -1.631 -3.145
C -1.716 0.590 -0.747
C -2.938 0.548 -0.664
C -4.333 0.575 -0.553
C -4.926 0.606 0.724
C -6.290 0.724 0.845
C -7.086 0.816 -0.295
C -6.511 0.760 -1.564
C -5.148 0.631 -1.701
H -4.301 0.546 1.601
H -6.743 0.756 1.823
H -8.153 0.935 -0.194
H -7.136 0.826 -2.440
H -4.696 0.598 -2.680
*
```